Density functional theory data (ωB97M-V/def2-TZVPD) for C2H5OPS as an isolated structure at a distorted geometry.

The geometry in XYZ format:
```
10
Properties=species:S:1:pos:R:3:forces:R:3
S -1.8389 1.1632 0.5536 -0.20 -1.11 -0.36
C -0.2892 -0.8075 -0.7711 3.14 -0.40 1.97
P 1.9722 -1.5894 -0.2997 -2.72 -0.31 -1.90
O 2.3525 -0.7154 0.7850 0.70 0.82 1.23
H 0.4865 0.2940 1.0678 -1.52 -0.30 -1.62
H -1.5365 2.2883 1.1990 0.59 0.07 0.07
H -0.4175 -0.6521 -1.8026 0.03 0.38 -1.26
C -0.1636 0.3988 0.1052 0.37 1.81 1.63
H 0.3176 1.2538 -0.3943 0.06 -0.64 -0.27
H -0.8832 -1.6337 -0.4428 -0.44 -0.33 0.52
```
Forces are in eV/Å.

Multiplicity   1
Highest occupied orbital energy   -8.6341 eV
Energy relative to the best compared isomer or geometry (same formula, charge and spin)   1.744 eV
Kohn-Sham gap   7.4 eV

=====

Density functional theory data (ωB97M-V/def2-TZVPD) for a 2-piece molecular cluster, C2H5OPS2 overall at a distorted geometry.

The geometry in XYZ format:
```
11
Properties=species:S:1:pos:R:3:forces:R:3
H 1.5487 0.0827 -0.3153 -0.88 -0.44 0.34
S -2.7784 1.7028 -0.4673 1.02 -1.97 -0.05
H 0.0942 -0.0353 2.4042 0.32 -0.08 -0.20
C 0.8807 0.1653 1.6703 -3.33 -2.23 -2.18
S -1.1468 -2.6537 0.7955 -0.48 1.66 -0.85
C 0.7618 -0.2816 0.3922 0.85 1.79 0.45
H -3.4809 0.5563 -0.6339 -0.08 0.44 0.04
H 1.5691 0.8743 1.9042 2.37 1.49 0.77
H 0.4361 -1.3718 -2.3217 0.48 0.68 -0.03
O -0.3124 -1.6460 -1.8009 -1.28 0.43 1.18
P -0.7158 -1.0646 -0.3166 1.02 -1.78 0.52
```
Forces are in eV/Å.

Multiplicity   1
Highest occupied orbital energy (spin up / spin down)   -8.5217 / -8.5258 eV
Energy relative to the best compared isomer or geometry (same formula, charge and spin)   3.482 eV
Kohn-Sham gap (spin up / spin down)   5.3 / 5.3 eV

=====

Density functional theory data (ωB97M-V/def2-TZVPD) for one molecule with the formula C2H5P at a distorted geometry.

The geometry in XYZ format:
```
8
Properties=species:S:1:pos:R:3:forces:R:3
P -0.2365 1.2102 -0.1209 0.40 -1.35 0.96
H 0.1379 -0.4697 1.7287 0.31 -1.35 -0.82
C -0.0226 -0.3248 -1.1684 3.33 0.64 0.67
H -0.3789 -1.1969 -0.7127 -1.10 -1.11 0.71
H -0.4328 -0.1590 -2.1130 -0.72 0.06 -1.58
H -0.1477 1.0217 2.3086 -0.11 1.60 0.65
H 1.0962 -0.6052 -1.3106 -1.61 0.93 0.08
C -0.0156 0.5237 1.3883 -0.52 0.57 -0.65
```
Forces are in eV/Å.

Multiplicity   1
Highest occupied orbital energy (spin up / spin down)   -9.4012 / -9.4004 eV
Energy relative to the best compared isomer or geometry (same formula, charge and spin)   0.288 eV
Kohn-Sham gap (spin up / spin down)   9.8 / 9.8 eV
SMILES   C=PC

=====

Density functional theory data (ωB97M-V/def2-TZVPD) for a 2-piece molecular cluster, C2H5P overall at a distorted geometry.

The geometry in XYZ format:
```
8
Properties=species:S:1:pos:R:3:forces:R:3
H 0.7128 -0.1584 -2.0093 -1.45 0.78 4.55
H -1.5639 0.9395 0.7478 -0.27 -1.63 -1.04
H 0.5792 0.1700 1.3326 0.86 0.60 2.47
H 0.4143 1.2780 -0.5970 0.21 0.56 0.08
C 0.3219 -0.5452 0.6472 -0.48 -0.63 -2.92
C 0.2345 0.2317 -0.6377 1.48 -1.43 -4.95
P -1.3636 -0.3604 -0.0537 -0.95 1.92 1.27
H 0.6648 -1.5552 0.5701 0.59 -0.18 0.54
```
Forces are in eV/Å.

Multiplicity   1
Highest occupied orbital energy   -9.8603 eV
Energy relative to the best compared isomer or geometry (same formula, charge and spin)   1.839 eV
Kohn-Sham gap   10.9 eV

=====

Density functional theory data (ωB97M-V/def2-TZVPD) for C2H5P2S2 as an isolated structure at a distorted geometry.

The geometry in XYZ format:
```
11
Properties=species:S:1:pos:R:3:forces:R:3
P -0.4549 0.6462 0.8680 0.19 -1.08 -1.83
H 1.5846 2.0807 -0.0196 -0.45 -0.89 0.13
S -1.9653 0.3159 -0.7494 0.77 0.73 1.03
H 1.1075 -0.9725 1.7512 -0.53 -0.15 -0.89
H 0.2122 1.6451 -1.1508 1.32 -0.08 1.06
P 1.4592 -0.5561 -0.6880 -1.74 0.83 0.26
C 0.8519 1.2810 -0.2643 -0.84 0.12 -1.95
C 0.4394 -1.0077 0.8404 0.32 -0.65 1.68
H 0.3017 -0.8675 -1.5632 1.15 0.46 0.52
H -0.1286 -1.9816 0.8896 0.43 1.22 -0.19
S -3.4076 -0.5836 0.0862 -0.61 -0.50 0.16
```
Forces are in eV/Å.

Multiplicity   1
Net charge   +1
Highest occupied orbital energy (spin up / spin down)   -12.9623 / -13.6813 eV
Energy relative to the best compared isomer or geometry (same formula, charge and spin)   0.096 eV
Kohn-Sham gap (spin up / spin down)   4.9 / 7.2 eV

=====

Density functional theory data (ωB97M-V/def2-TZVPD) for one molecule with the formula C2H5PS at a distorted geometry.

The geometry in XYZ format:
```
9
Properties=species:S:1:pos:R:3:forces:R:3
S -1.9799 -0.9717 0.0971 0.84 0.09 -0.44
H 1.2444 -0.7330 1.3126 -0.42 -0.57 -0.25
P 1.1340 -1.4522 0.0619 1.35 1.52 0.80
C -1.0625 0.5891 -0.0081 -0.29 0.04 -0.05
H 2.1974 -0.4890 -0.3875 -1.06 -0.95 -0.07
H -0.1667 -0.5688 -1.6383 -0.51 -0.14 -2.72
C -0.3245 -0.5828 -0.6271 -1.10 1.04 1.91
H -0.5579 0.8483 0.8766 0.24 0.39 1.40
H -1.6219 1.4936 -0.3857 0.96 -1.40 -0.59
```
Forces are in eV/Å.

Multiplicity   1
Highest occupied orbital energy   -9.0153 eV
Energy relative to the best compared isomer or geometry (same formula, charge and spin)   0.689 eV
Kohn-Sham gap   9.9 eV
SMILES   P[C@@H]1CS1

=====

Density functional theory data (ωB97M-V/def2-TZVPD) for one molecule with the formula C2H5PS2 at a distorted geometry.

The geometry in XYZ format:
```
10
Properties=species:S:1:pos:R:3:forces:R:3
P 2.3541 0.1872 -0.5124 0.37 0.05 -1.74
H -0.0326 -0.4450 1.8694 -0.35 1.20 -1.96
H 1.9584 0.2555 -1.9796 0.26 0.34 1.45
H -1.6522 1.0025 0.0253 -0.82 1.81 0.08
H -1.0643 -0.2777 -1.0122 -0.69 0.49 0.82
H -2.2017 -0.6577 0.3567 1.47 0.74 -0.08
C -1.3299 0.0150 0.0443 -0.92 -2.72 -1.39
C -0.0273 -0.0836 0.7555 0.58 -2.31 2.17
S 0.9423 1.4111 0.5009 0.42 0.24 -0.03
S 1.0531 -1.4073 -0.0480 -0.31 0.16 0.68
```
Forces are in eV/Å.

Multiplicity   1
Highest occupied orbital energy   -8.4805 eV
Energy relative to the best compared isomer or geometry (same formula, charge and spin)   0.517 eV
Kohn-Sham gap   8.5 eV
SMILES   CC1SPS1

=====

Density functional theory data (ωB97M-V/def2-TZVPD) for a 2-piece molecular cluster, C2H5S overall at a distorted geometry.

The geometry in XYZ format:
```
8
Properties=species:S:1:pos:R:3:forces:R:3
S 2.4435 -0.4131 0.8833 0.00 -0.09 -0.19
C -0.5721 0.5794 -0.8668 -3.10 -0.14 -0.01
H 2.7839 -0.2166 2.1588 0.06 0.04 0.21
C -1.1860 -0.4284 -0.1879 2.77 2.31 -0.64
H -0.5770 -0.9913 0.5034 0.25 -0.67 -0.45
H 0.4629 0.5111 -1.0160 1.43 0.49 0.34
H -2.2088 -0.5223 -0.1515 -2.33 0.01 0.30
H -1.1464 1.4813 -1.3232 0.91 -1.94 0.44
```
Forces are in eV/Å.

Multiplicity   1
Net charge   -1
Highest occupied orbital energy   -2.4247 eV
Energy relative to the best compared isomer or geometry (same formula, charge and spin)   1.061 eV
Kohn-Sham gap   6.8 eV

=====

Density functional theory data (ωB97M-V/def2-TZVPD) for a 2-piece molecular cluster, C2H5S overall at a distorted geometry.

The geometry in XYZ format:
```
8
Properties=species:S:1:pos:R:3:forces:R:3
C 1.0106 -0.7215 -0.8151 0.57 2.25 -0.58
H -1.9575 0.8685 3.9288 -0.13 -0.09 -0.06
C 0.4599 0.3323 -1.4201 0.85 -0.92 -1.22
S -2.9884 0.1733 3.4017 0.12 0.09 0.08
H 1.7713 -0.4813 -0.0842 -0.27 -0.80 0.58
H 0.9362 -1.6343 -1.3556 -0.04 -0.98 0.43
H 0.7150 1.3688 -1.2561 -0.33 0.03 0.58
H 0.0528 0.0941 -2.3993 -0.78 0.41 0.20
```
Forces are in eV/Å.

Multiplicity   1
Net charge   -1
Highest occupied orbital energy   -2.2027 eV
Energy relative to the best compared isomer or geometry (same formula, charge and spin)   1.233 eV
Kohn-Sham gap   5.9 eV

=====

Density functional theory data (ωB97M-V/def2-TZVPD) for C2H6 as an isolated structure at a distorted geometry.

The geometry in XYZ format:
```
8
Properties=species:S:1:pos:R:3:forces:R:3
H 1.0421 -0.5240 0.9969 0.36 2.02 -0.41
C 0.7369 -0.0650 0.0072 -3.53 5.48 4.25
H -1.1991 0.1802 -0.8393 -0.56 2.22 -2.52
H -1.2137 -0.9846 -0.0482 -1.73 -3.74 2.30
H 1.3172 -0.5256 -0.5520 4.18 -5.38 -6.14
H -0.8556 0.9791 0.8695 -1.13 -4.12 -2.04
H 0.9320 1.0333 -0.4818 0.38 -1.92 2.59
C -0.7598 -0.0936 0.0477 2.03 5.44 1.96
```
Forces are in eV/Å.

Multiplicity   1
Highest occupied orbital energy   -10.8616 eV
Energy relative to the best compared isomer or geometry (same formula, charge and spin)   3.438 eV
Kohn-Sham gap   12.0 eV

=====

Density functional theory data (ωB97M-V/def2-TZVPD) for C2H6B3F12ORbS as an isolated structure at a distorted geometry.

The geometry in XYZ format:
```
26
Properties=species:S:1:pos:R:3:forces:R:3
F -4.1425 -3.1329 -25.4017 -2.16 -3.28 -1.20
C 1.4986 -3.0201 -29.3752 0.00 1.76 -0.11
B -3.2169 -2.3647 -24.7931 -2.51 0.66 0.05
F -2.1093 -2.4807 -25.5188 3.33 0.42 -1.75
S -0.0304 -2.2940 -28.7249 -0.76 0.89 2.15
F -2.9924 -2.6930 -23.5232 0.65 -0.92 2.85
H -1.3239 -0.6342 -30.0519 -0.23 -0.42 0.51
C -0.5008 -1.3331 -30.2015 0.87 0.25 0.16
F -3.1821 1.6442 -28.0008 -0.10 0.22 0.02
F -0.9230 2.7145 -22.4676 -1.21 0.97 2.75
H 1.2515 -3.4712 -30.3362 0.21 -0.50 0.30
Rb -1.5211 0.0406 -26.3444 -0.56 0.91 0.68
H 2.0261 -3.5877 -28.6086 -0.49 -0.37 -0.25
F -3.8876 -1.1507 -24.8372 0.62 2.66 0.03
B -2.3402 2.6380 -28.5724 0.16 -1.09 -1.26
F -2.3602 3.8013 -27.8764 -0.16 0.68 0.35
F -2.6910 2.8097 -29.9420 -0.60 0.33 0.03
F -1.0433 2.0843 -28.6537 0.69 -0.30 0.55
H -0.7238 -2.0635 -30.9792 -0.02 0.11 -0.07
F -0.0437 0.9985 -23.4653 1.42 -1.06 -0.57
O 0.3206 -1.3285 -27.5701 0.37 -1.87 -2.70
B -0.5032 2.2939 -23.6790 0.36 0.07 0.86
H 2.0955 -2.1281 -29.5655 0.35 -0.04 -0.18
F 0.3516 3.2738 -24.1214 1.97 0.36 -0.84
F -1.5153 2.2208 -24.5509 -2.40 -0.31 -2.16
H 0.3367 -0.6858 -30.4619 0.19 -0.14 -0.21
```
Forces are in eV/Å.

Multiplicity   1
Net charge   -2
Highest occupied orbital energy   -5.0718 eV
Energy relative to the best compared isomer or geometry (same formula, charge and spin)   0.249 eV
Kohn-Sham gap   8.6 eV

=====

Density functional theory data (ωB97M-V/def2-TZVPD) for a 2-piece molecular cluster, C2H6BBrO2 overall at a distorted geometry.

The geometry in XYZ format:
```
12
Properties=species:S:1:pos:R:3:forces:R:3
H 1.0412 1.4601 1.6767 -0.83 3.14 2.20
O 1.2139 0.7755 1.1202 1.11 -3.59 -2.38
C 0.7469 -0.5170 -0.9808 -2.10 3.96 1.67
C -1.5313 -0.8111 0.2634 3.41 2.48 1.37
H 0.3088 -0.7862 -1.8632 -0.98 0.02 -2.46
H 0.7429 2.7282 -0.4515 -0.02 0.49 0.17
B 0.6824 0.8259 -0.1560 0.02 -0.65 -0.07
O 0.1040 2.0240 -0.5433 0.05 -0.34 -0.84
H -0.8104 -0.8524 1.0694 -0.44 0.39 0.29
H 1.1893 -1.2929 -0.5395 1.92 -3.03 1.90
H -1.7745 -1.7120 -0.0758 -1.43 -3.34 -1.81
Br -2.6408 0.6121 0.1201 -0.72 0.48 -0.04
```
Forces are in eV/Å.

Multiplicity   1
Highest occupied orbital energy (spin up / spin down)   -8.2885 / -8.6731 eV
Energy relative to the best compared isomer or geometry (same formula, charge and spin)   3.535 eV
Kohn-Sham gap (spin up / spin down)   8.0 / 8.7 eV

=====

| no. | DFT total energy (Ha) |
| --- | --- |
| 1 | -893.90874 |
| 2 | -1292.06039 |
| 3 | -420.49400 |
| 4 | -420.43699 |
| 5 | -1557.92845 |
| 6 | -818.67255 |
| 7 | -1216.90161 |
| 8 | -477.36837 |
| 9 | -477.36205 |
| 10 | -79.66558 |
| 11 | -1851.08310 |
| 12 | -2829.10515 |